Formula: C3H8NO2P
Source: the OMol25 dataset
Level of theory: ωB97M-V/def2-TZVPD

Computed properties:
Charge ... 0
Multiplicity ... 1
E_tot ... -18113.566 eV
SMILES string ... CO[P@@H](C)=NC=O

Geometry (Å):
1 C 2.545 -0.483 0.113
2 C -0.689 2.008 0.332
3 C -0.970 -1.294 -0.684
4 N 1.509 -0.727 0.969
5 O 2.301 -0.152 -1.033
6 O -0.692 0.826 1.174
7 P -0.045 -0.562 0.735
8 H 3.610 -0.665 0.591
9 H -0.561 -1.179 1.757
10 H -0.913 1.644 -0.765
11 H 0.390 2.344 0.421
12 H -1.437 2.684 0.812
13 H -0.425 -0.931 -1.590
14 H -0.916 -2.389 -0.753
15 H -1.900 -0.850 -0.320

Atomic partial charges in e from the natural (NBO) method, atoms 1 to 2: 0.535 -0.270

***

Formula: C47H68BaN13O3S3Se2
Source: the OMol25 dataset
Level of theory: ωB97M-V/def2-TZVPD

Computed properties:
Charge ... -1
Multiplicity ... 1
E_tot ... -239253.878 eV

Geometry (Å):
1 Ba 1.153 0.055 0.177
2 C -1.375 5.287 -1.716
3 C -1.259 3.908 -1.130
4 N -0.244 3.156 -1.335
5 N 0.687 3.630 -2.222
6 C 1.929 3.322 -1.899
7 N 2.862 3.550 -2.885
8 S 2.533 2.707 -0.422
9 C -2.348 3.334 -0.287
10 C -3.543 4.019 -0.053
11 C -4.568 3.389 0.636
12 C -4.390 2.086 1.067
13 C -3.157 1.491 0.825
14 N -2.159 2.096 0.196
15 H -0.773 5.993 -1.138
16 H -2.396 5.656 -1.755
17 H -0.958 5.276 -2.723
18 H 2.633 4.286 -3.536
19 H 3.824 3.503 -2.571
20 H -3.683 5.028 -0.410
21 H -5.500 3.912 0.820
22 H -5.171 1.542 1.583
23 H -2.952 0.473 1.134
24 C 2.280 -2.277 3.545
25 C 2.878 -0.942 3.819
26 N 2.373 0.195 3.443
27 C 3.168 1.250 3.834
28 C 4.306 0.901 4.488
29 S 4.378 -0.797 4.653
30 C 2.744 2.628 3.565
31 C 3.293 3.746 4.116
32 S 2.482 5.131 3.534
33 C 1.441 4.125 2.598
34 N 1.692 2.857 2.711
35 C 0.375 4.692 1.727
36 H 1.194 -2.195 3.500
37 H 2.549 -3.000 4.316
38 H 2.625 -2.647 2.572
39 H 5.092 1.543 4.848
40 H 4.099 3.814 4.827
41 H 0.327 5.778 1.805
42 H -0.595 4.267 1.992
43 H 0.593 4.402 0.698
44 C -4.613 -2.745 -2.499
45 N -4.210 -2.303 -1.176
46 C -4.397 -3.328 -0.169
47 C -3.198 -1.347 -1.063
48 N -2.184 -1.405 -0.264
49 C -1.636 -2.663 0.029
50 C -1.306 -3.478 -1.034
51 C -0.777 -4.763 -0.853
52 C -0.609 -5.253 0.406
53 C -0.894 -4.444 1.531
54 C -0.700 -4.986 2.828
55 C -0.936 -4.229 3.933
56 C -1.329 -2.888 3.789
57 C -1.524 -2.305 2.552
58 N -1.687 -0.916 2.486
59 C -2.429 -0.305 3.353
60 N -2.097 0.951 3.760
61 C -0.808 1.482 3.351
62 C -3.066 1.934 4.200
63 N -3.630 -0.780 3.895
64 C -3.750 -0.895 5.336
65 C -4.370 -1.776 3.154
66 C -1.359 -3.108 1.367
67 N -3.379 -0.265 -1.885
68 C -4.674 0.286 -2.199
69 C -2.233 0.454 -2.406
70 H -4.171 -3.724 -2.721
71 H -4.277 -2.041 -3.255
72 H -5.701 -2.838 -2.564
73 H -5.463 -3.560 -0.099
74 H -4.049 -2.980 0.797
75 H -3.851 -4.247 -0.409
76 H -1.446 -3.088 -2.035
77 H -0.501 -5.354 -1.716
78 H -0.215 -6.247 0.571
79 H -0.344 -6.005 2.912
80 H -0.776 -4.635 4.925
81 H -1.401 -2.259 4.669
82 H -0.070 0.686 3.368
83 H -0.866 1.899 2.342
84 H -0.500 2.267 4.042
85 H -4.071 1.524 4.153
86 H -3.019 2.815 3.552
87 H -2.859 2.255 5.225
88 H -3.045 -0.226 5.826
89 H -3.541 -1.920 5.666
90 H -4.761 -0.630 5.660
91 H -4.311 -1.538 2.093
92 H -5.418 -1.728 3.462
93 H -4.006 -2.798 3.310
94 H -5.450 -0.230 -1.639
95 H -4.902 0.206 -3.269
96 H -4.696 1.348 -1.932
97 H -1.341 -0.075 -2.097
98 H -2.174 1.464 -2.019
99 H -2.279 0.492 -3.500
100 O 3.961 0.145 0.543
101 C 4.964 -0.877 0.439
102 C 5.009 -1.505 -0.961
103 C 6.437 -2.019 -1.203
104 O 6.567 -2.878 -2.338
105 C 4.057 -2.718 -1.081
106 Se 2.392 -2.782 -0.023
107 C 4.702 -0.455 -2.039
108 Se 5.718 1.241 -1.911
109 H 4.314 0.868 -0.034
110 H 4.733 -1.643 1.183
111 H 5.940 -0.439 0.672
112 H 6.794 -2.539 -0.300
113 H 7.085 -1.163 -1.394
114 H 5.953 -3.608 -2.211
115 H 4.554 -3.629 -0.730
116 H 3.822 -2.852 -2.140
117 H 3.627 -0.236 -2.064
118 H 4.966 -0.913 -2.991
119 O 0.852 -0.339 -2.498
120 C 1.034 -0.053 -3.689
121 C 1.549 -1.091 -4.656
122 C 2.977 -0.773 -5.122
123 C 3.035 0.211 -6.285
124 C 2.524 1.604 -5.934
125 C 1.056 1.632 -5.514
126 N 0.794 1.177 -4.156
127 H 0.882 -1.153 -5.524
128 H 1.512 -2.040 -4.124
129 H 3.464 -1.707 -5.411
130 H 3.545 -0.375 -4.283
131 H 2.450 -0.188 -7.124
132 H 4.068 0.291 -6.630
133 H 2.639 2.258 -6.804
134 H 3.119 2.027 -5.122
135 H 0.458 1.042 -6.218
136 H 0.677 2.654 -5.556
137 H 0.628 1.898 -3.455

Atomic partial charges in e from the Löwdin method, atoms 1 to 2: 1.351 -0.037

***

Formula: C55H52NOOsP2
Source: the OMol25 dataset
Level of theory: ωB97M-V/def2-TZVPD

Computed properties:
Charge ... +1
Multiplicity ... 1
E_tot ... -82453.735 eV

Geometry (Å):
1 Os -0.031 0.074 -0.138
2 O -1.823 1.798 1.590
3 C -2.432 1.170 2.645
4 C -3.721 1.433 3.087
5 C -4.205 0.750 4.192
6 C -3.424 -0.201 4.834
7 C -2.176 -0.518 4.326
8 C -1.670 0.151 3.214
9 P -0.105 -0.360 2.406
10 C 1.193 0.427 3.411
11 C 0.888 1.391 4.368
12 C 1.903 1.976 5.118
13 C 3.226 1.611 4.913
14 C 3.539 0.669 3.941
15 C 2.529 0.084 3.192
16 C -0.089 -2.132 2.870
17 C -1.207 -2.885 2.488
18 C -1.284 -4.233 2.795
19 C -0.233 -4.858 3.455
20 C 0.874 -4.118 3.840
21 C 0.947 -2.757 3.556
22 C -2.251 2.982 1.038
23 C -2.753 4.033 1.794
24 C -3.212 5.170 1.153
25 C -3.176 5.256 -0.234
26 C -2.601 4.234 -0.969
27 C -2.099 3.096 -0.341
28 P -1.068 1.897 -1.280
29 C 0.338 2.985 -1.711
30 C 0.633 4.125 -0.967
31 C 1.727 4.913 -1.301
32 C 2.512 4.583 -2.394
33 C 2.218 3.448 -3.142
34 C 1.159 2.630 -2.783
35 C -1.975 1.723 -2.850
36 C -2.900 0.686 -2.972
37 C -3.703 0.597 -4.101
38 C -3.592 1.543 -5.111
39 C -2.660 2.569 -5.002
40 C -1.848 2.657 -3.880
41 H -4.346 2.153 2.577
42 H -5.200 0.972 4.556
43 H -3.797 -0.715 5.712
44 H -1.595 -1.309 4.783
45 H -0.139 1.686 4.541
46 H 1.652 2.713 5.872
47 H 4.011 2.059 5.513
48 H 4.571 0.386 3.767
49 H 2.781 -0.650 2.435
50 H -2.018 -2.410 1.949
51 H -2.167 -4.796 2.514
52 H -0.279 -5.919 3.665
53 H 1.685 -4.596 4.380
54 H 1.806 -2.196 3.895
55 H -2.778 3.962 2.875
56 H -3.609 5.990 1.740
57 H -3.573 6.128 -0.740
58 H -2.541 4.320 -2.046
59 H 0.005 4.412 -0.133
60 H 1.951 5.795 -0.714
61 H 3.355 5.209 -2.666
62 H 2.815 3.199 -4.009
63 H 0.958 1.724 -3.349
64 H -2.990 -0.056 -2.187
65 H -4.417 -0.214 -4.190
66 H -4.227 1.479 -5.986
67 H -2.567 3.305 -5.792
68 H -1.109 3.447 -3.814
69 C 4.268 0.805 -0.191
70 C 3.283 -0.288 -0.630
71 C 3.735 -1.613 0.052
72 C 1.933 0.086 -0.060
73 C 3.324 -0.517 -2.152
74 C 3.945 0.378 -3.017
75 C 4.050 0.109 -4.379
76 C 3.532 -1.065 -4.905
77 C 2.912 -1.968 -4.053
78 C 2.819 -1.700 -2.694
79 H 4.373 0.799 0.897
80 H 3.924 1.799 -0.489
81 H 5.250 0.623 -0.630
82 H 3.984 -1.441 1.104
83 H 4.629 -1.990 -0.454
84 H 2.968 -2.380 0.000
85 H 2.065 0.642 0.880
86 H 4.368 1.302 -2.642
87 H 4.562 0.815 -5.024
88 H 3.624 -1.278 -5.964
89 H 2.528 -2.905 -4.440
90 H 2.377 -2.453 -2.052
91 C 0.443 -5.212 -1.860
92 N 0.746 -3.883 -1.349
93 C 0.831 -3.888 0.102
94 C -0.062 -2.795 -1.899
95 C -1.381 -2.505 -1.212
96 C -2.441 -3.407 -1.296
97 C -3.656 -3.147 -0.671
98 C -3.826 -1.951 0.015
99 C -2.771 -1.052 0.107
100 C -1.528 -1.328 -0.476
101 H 1.284 -5.877 -1.654
102 H 0.301 -5.176 -2.942
103 H -0.453 -5.657 -1.398
104 H 1.670 -4.514 0.422
105 H -0.080 -4.277 0.577
106 H 0.989 -2.874 0.471
107 H -0.223 -3.007 -2.957
108 H 0.524 -1.876 -1.836
109 H -2.319 -4.319 -1.873
110 H -4.468 -3.863 -0.738
111 H -4.783 -1.707 0.465
112 H -2.934 -0.120 0.649

Atomic partial charges in e from the Löwdin method, atoms 1 to 2: 0.969 -0.097

***

Formula: C5H5O6Rh
Source: the OMol25 dataset
Level of theory: ωB97M-V/def2-TZVPD

Computed properties:
Charge ... +3
Multiplicity ... 6
E_tot ... -20512.761 eV
<S²> ... 8.788

Geometry (Å):
1 C 2.390 3.481 -0.796
2 C 1.034 3.150 -0.010
3 O 1.158 2.955 1.229
4 O 2.360 3.602 -1.974
5 H 3.260 3.667 -0.133
6 H 0.301 3.920 -0.322
7 C -1.175 0.745 0.155
8 C -1.290 -0.533 -0.749
9 O -2.506 -0.289 -1.416
10 C -3.213 0.676 -0.826
11 O -2.438 1.270 0.143
12 O -4.363 0.904 -0.980
13 O -0.706 0.652 1.329
14 H -1.355 -1.429 -0.120
15 H -0.465 -0.600 -1.465
16 Rh 0.323 1.784 2.449
17 H -0.240 1.861 -0.513

Atomic partial charges in e from the natural (NBO) method, atoms 1 to 2: 0.371 0.268

***

Formula: H4O2
Source: the OMol25 dataset
Level of theory: ωB97M-V/def2-TZVPD

Computed properties:
Charge ... 0
Multiplicity ... 1
E_tot ... -4159.814 eV
SMILES string ... O.O

Geometry (Å):
1 H -0.073 -0.712 0.309
2 H -0.452 -1.358 1.685
3 H 0.086 0.735 -1.700
4 H 0.983 1.621 -0.750
5 O -0.735 -0.739 1.008
6 O 0.667 0.704 -0.951

Atomic partial charges in e from the natural (NBO) method, atoms 1 to 2: 0.490 0.464

***

Formula: C3H8N3S
Source: the OMol25 dataset
Level of theory: ωB97M-V/def2-TZVPD

Computed properties:
Charge ... +1
Multiplicity ... 1
E_tot ... -18538.265 eV
SMILES string ... N[C@@]1(NC=[NH2+])CS1

Geometry (Å):
1 C -1.172 -0.213 0.034
2 C -2.146 0.137 -1.059
3 C 1.277 0.143 0.263
4 N 0.002 0.602 0.201
5 N -0.887 -1.485 0.560
6 N 2.289 0.944 0.467
7 S -3.038 0.722 0.467
8 H -1.911 0.999 -1.677
9 H -2.603 -0.752 -1.602
10 H 1.544 -0.838 0.227
11 H -0.062 1.576 0.491
12 H -1.345 -2.332 0.401
13 H -0.722 -1.513 1.581
14 H 3.227 0.795 0.724
15 H 2.275 1.960 0.347

Atomic partial charges in e from the natural (NBO) method, atoms 1 to 2: 0.324 -0.524

***

Formula: C50H88O30S5
Source: the OMol25 dataset
Level of theory: ωB97M-V/def2-TZVPD

Computed properties:
Charge ... +1
Multiplicity ... 2
E_tot ... -168865.226 eV
<S²> ... 0.757

Geometry (Å):
1 C 2.042 -2.765 -2.869
2 C 3.141 -3.238 -1.981
3 C 3.339 -4.784 -1.910
4 O 4.660 -4.919 -2.385
5 C 5.255 -3.691 -2.491
6 O 6.457 -3.467 -2.627
7 O 4.372 -2.713 -2.413
8 H 1.981 -1.678 -2.897
9 H 1.096 -3.272 -2.677
10 H 2.276 -3.007 -3.906
11 H 2.906 -3.065 -0.930
12 H 2.567 -5.325 -2.458
13 H 3.247 -5.050 -0.857
14 C 2.439 2.759 -5.875
15 C 2.229 4.308 -5.864
16 C 2.244 5.049 -4.510
17 O 3.310 5.993 -4.652
18 C 3.784 5.980 -5.916
19 O 4.477 6.837 -6.422
20 O 3.087 5.028 -6.583
21 H 1.615 2.231 -5.395
22 H 3.343 2.493 -5.327
23 H 2.538 2.423 -6.907
24 H 1.217 4.524 -6.205
25 H 2.461 4.505 -3.591
26 H 1.264 5.479 -4.306
27 C 3.213 -6.272 4.033
28 C 3.989 -4.962 3.737
29 C 4.701 -4.961 2.347
30 O 4.331 -3.694 1.886
31 C 3.331 -3.116 2.601
32 O 2.690 -2.122 2.341
33 O 3.021 -3.963 3.605
34 H 3.158 -6.346 5.119
35 H 3.788 -7.124 3.670
36 H 2.180 -6.387 3.704
37 H 4.740 -4.739 4.494
38 H 4.395 -5.634 1.546
39 H 5.761 -5.057 2.579
40 C 0.669 -0.663 0.468
41 C 0.017 0.205 -0.610
42 C -0.991 1.201 -0.022
43 O -0.938 2.203 -1.033
44 C 0.297 2.242 -1.587
45 O 0.757 3.141 -2.257
46 O 0.955 1.102 -1.220
47 H 1.084 -0.108 1.309
48 H 1.511 -1.134 -0.038
49 H -0.042 -1.418 0.803
50 H -0.378 -0.378 -1.442
51 H -0.692 1.650 0.925
52 H -1.964 0.710 -0.039
53 C -1.420 1.388 -4.698
54 C -2.738 1.756 -3.989
55 C -2.764 3.102 -3.363
56 O -3.918 3.681 -3.751
57 C -4.396 3.041 -4.822
58 O -5.422 3.361 -5.472
59 O -3.698 1.904 -4.983
60 H -1.092 2.273 -5.245
61 H -1.536 0.514 -5.338
62 H -0.652 1.054 -4.000
63 H -2.838 1.016 -3.195
64 H -1.860 3.647 -3.635
65 H -2.729 3.076 -2.274
66 C 0.487 -0.017 4.869
67 C 1.842 0.546 5.228
68 C 1.835 2.073 5.076
69 O 2.304 2.564 6.364
70 C 2.592 1.485 7.101
71 O 3.162 1.522 8.207
72 O 2.090 0.371 6.574
73 H 0.386 -1.086 5.056
74 H 0.149 -0.067 3.834
75 H -0.347 0.448 5.396
76 H 2.578 0.058 4.589
77 H 0.828 2.454 4.908
78 H 2.473 2.124 4.194
79 C 3.860 0.673 -2.080
80 C 4.717 0.338 -3.303
81 O 4.268 -0.174 -4.320
82 C 6.173 0.609 -3.202
83 H 3.200 1.518 -2.279
84 H 4.582 1.124 -1.400
85 H 3.445 -0.161 -1.514
86 H 6.478 0.555 -4.247
87 H 6.682 -0.236 -2.739
88 H 6.486 1.524 -2.699
89 C -5.431 0.941 -1.521
90 C -5.032 2.272 -0.843
91 O -3.916 2.438 -0.294
92 C -6.142 3.329 -0.828
93 H -4.537 0.330 -1.646
94 H -5.863 1.150 -2.499
95 H -5.971 0.457 -0.707
96 H -6.716 3.142 0.080
97 H -6.854 3.355 -1.652
98 H -5.692 4.311 -0.684
99 C -4.177 -3.681 -3.772
100 C -2.693 -3.483 -4.135
101 C -1.934 -3.449 -2.800
102 S -3.101 -2.668 -1.560
103 O -2.804 -1.305 -1.196
104 O -3.336 -3.654 -0.512
105 C -4.556 -2.633 -2.667
106 H -4.340 -4.713 -3.463
107 H -4.943 -3.598 -4.543
108 H -2.587 -2.453 -4.476
109 H -2.251 -4.220 -4.806
110 H -1.025 -2.849 -2.779
111 H -1.660 -4.450 -2.467
112 H -4.504 -1.626 -3.079
113 H -5.465 -2.781 -2.085
114 C -2.906 -0.342 3.315
115 C -3.222 -1.074 2.011
116 C -3.989 -2.424 2.272
117 S -4.022 -2.727 4.087
118 O -3.448 -4.015 4.461
119 O -5.297 -2.262 4.671
120 C -2.796 -1.398 4.449
121 H -3.632 0.443 3.525
122 H -2.004 0.232 3.100
123 H -2.261 -1.402 1.615
124 H -3.564 -0.411 1.215
125 H -3.459 -3.262 1.820
126 H -5.002 -2.593 1.908
127 H -1.817 -1.874 4.390
128 H -2.894 -1.093 5.491
129 C 3.939 4.347 -0.545
130 C 2.912 5.521 -0.834
131 C 2.434 5.984 0.474
132 S 2.155 4.394 1.526
133 O 0.764 3.895 1.431
134 O 2.811 4.486 2.812
135 C 3.267 3.398 0.437
136 H 4.940 4.672 -0.261
137 H 4.122 3.776 -1.455
138 H 2.062 5.136 -1.397
139 H 3.357 6.327 -1.417
140 H 1.532 6.591 0.562
141 H 3.259 6.561 0.891
142 H 2.658 2.703 -0.141
143 H 3.827 2.836 1.184
144 C -1.735 3.071 3.442
145 C -1.280 4.406 4.038
146 C -2.585 4.987 4.654
147 S -4.062 4.268 3.788
148 O -4.817 5.278 3.073
149 O -4.735 3.348 4.645
150 C -3.061 3.199 2.656
151 H -1.804 2.291 4.201
152 H -1.015 2.623 2.757
153 H -0.921 5.169 3.346
154 H -0.422 4.259 4.693
155 H -2.653 6.074 4.700
156 H -2.587 4.726 5.713
157 H -2.854 3.805 1.775
158 H -3.720 2.395 2.329
159 C -1.810 -6.388 1.761
160 C -1.029 -5.746 2.890
161 C -0.516 -4.407 2.275
162 S 0.123 -4.911 0.597
163 O 1.507 -5.409 0.698
164 O -0.278 -3.892 -0.348
165 C -0.976 -6.407 0.526
166 H -2.750 -5.896 1.512
167 H -2.169 -7.398 1.961
168 H -0.149 -6.310 3.198
169 H -1.582 -5.542 3.807
170 H 0.430 -4.051 2.683
171 H -1.196 -3.579 2.073
172 H -0.279 -7.245 0.556
173 H -1.408 -6.377 -0.474

Atomic partial charges in e from the Löwdin method, atoms 1 to 2: -0.012 -0.326